Entry from OMol25: a structure of composition C47H38N8O4RuSSeSi in a non-equilibrium geometry (the ωB97M-V functional and the def2-TZVPD basis).

Results
spin multiplicity: 2
total charge: +1
⟨S²⟩: 0.7566
Kohn-Sham gap (spin up / spin down): 6.649 / 6.423 eV

Each line ends with the Mulliken charge.
Cartesian coordinates (Å):
C1 -1.562 -5.517 -2.310  -0.99
C2 3.155 0.194 -0.590  0.29
H1 -4.613 -0.625 -0.286  0.36
C3 2.659 1.878 5.666  -0.60
C4 -1.500 -3.352 -1.390  -0.19
Si1 1.523 -0.143 1.622  -1.31
H2 -2.850 -3.057 -5.812  0.53
C5 -0.639 3.829 5.785  -1.00
C6 -2.141 -1.373 -0.570  -3.10
H3 3.034 2.233 2.331  0.40
H4 -0.126 -1.767 -0.925  -0.98
H5 1.816 6.009 4.958  0.44
C7 -1.875 -2.671 -5.556  -0.60
C8 -0.804 -4.428 -1.917  -0.78
C9 -0.794 -4.173 2.090  -0.59
C10 -2.883 -3.356 -1.269  1.19
H6 2.299 0.825 -0.807  0.07
O1 -2.885 -1.258 -3.921  -0.58
H7 6.189 -0.824 -1.645  0.40
Se1 -2.140 0.378 0.123  -0.06
O2 -4.016 0.437 -2.629  -0.47
H8 1.595 -1.293 -4.507  0.45
H9 2.943 2.355 6.594  0.43
H10 1.189 5.251 2.684  0.47
C11 3.066 2.419 4.454  -0.76
H11 -1.159 3.424 6.643  0.42
C12 0.629 -1.665 -4.824  -0.55
H12 2.130 -2.983 0.900  0.38
C13 0.452 -4.164 1.487  -0.67
C14 5.275 -1.352 0.226  -0.81
N1 0.521 2.560 -2.565  0.18
C15 -0.165 3.719 -2.509  0.92
O3 0.503 0.913 0.822  2.84
H13 -3.154 1.421 2.963  0.48
H14 0.870 -5.080 1.094  0.46
H15 -0.080 4.667 -5.740  0.47
C16 -0.611 -1.812 2.484  0.30
C17 1.028 5.282 4.823  -0.93
H16 4.158 -1.713 2.006  0.51
H17 -5.167 -1.805 -1.476  0.39
H18 3.664 3.319 4.436  0.47
N2 -0.118 3.944 1.035  -0.91
H19 1.631 1.289 -3.730  0.60
C18 2.708 1.800 3.269  -0.16
Ru1 -0.074 1.368 -0.893  -1.15
C19 0.688 4.865 3.557  -0.31
C20 0.845 2.919 -4.899  -0.96
H20 4.293 0.590 -2.373  0.48
N3 -1.783 2.547 1.942  -0.31
C21 -0.522 -1.196 -4.199  0.21
C22 -0.721 -3.119 -6.179  -0.53
C23 1.039 2.193 -3.740  -0.20
C24 0.097 4.083 -4.848  -0.38
N4 -1.500 0.573 -2.809  -0.15
H21 -0.943 5.432 -3.526  0.49
O4 0.502 -0.228 -2.292  -0.88
C25 4.256 0.072 -1.424  -0.71
N5 -1.998 2.492 4.276  0.10
H22 -4.722 -4.458 -1.554  0.56
H23 1.275 2.569 -5.826  0.47
C26 1.900 0.720 5.684  -0.91
H24 -1.069 -6.380 -2.734  0.50
C27 -2.957 -5.529 -2.176  -0.75
C28 5.318 -0.714 -1.012  -0.64
C29 -2.335 2.131 3.031  -0.50
H25 0.636 5.088 6.930  0.46
C30 0.362 4.760 5.937  -0.39
H26 -0.868 5.173 -0.973  0.48
C31 0.645 -1.772 1.867  0.73
N6 -0.253 3.354 -0.204  0.34
C32 -1.758 -1.698 -4.581  0.40
C33 -0.744 3.437 2.048  -0.11
H27 0.272 -4.414 -2.015  0.61
C34 -0.983 3.419 4.496  0.22
C35 -0.506 -0.238 -3.080  1.31
H28 1.585 0.293 6.626  0.45
H29 6.118 -1.947 0.552  0.43
H30 0.982 -0.819 4.526  0.43
H31 -0.796 -3.870 -6.953  0.44
N7 -3.247 -2.111 -0.754  1.49
H32 1.416 -2.968 -6.327  0.47
H33 -1.350 -5.097 2.172  0.41
C36 -4.612 -1.680 -0.548  -1.23
H34 -1.043 -0.898 2.874  0.30
H35 -2.486 2.087 5.061  0.27
C37 -1.324 -2.993 2.598  -0.87
H36 -5.068 -2.265 0.250  0.36
C38 1.161 -2.974 1.381  -0.48
H37 -3.507 -6.402 -2.495  0.46
H38 -2.290 -3.000 3.086  0.47
C39 1.553 0.100 4.491  -0.07
C40 4.168 -1.216 1.043  -0.44
C41 1.948 0.625 3.261  0.48
C42 -3.647 -4.448 -1.653  -0.89
C43 -0.398 4.505 -3.625  -0.89
C44 -0.334 3.924 3.379  1.10
N8 -1.079 -2.111 -0.926  3.74
C45 0.528 -2.613 -5.826  -0.98
S1 -2.968 0.386 -3.618  0.33
C46 -0.530 4.161 -1.164  -0.96
C47 3.075 -0.443 0.638  0.32

---

Entry from OMol25: a structure of composition C47H39As2BrN9O9Ti in a non-equilibrium geometry (the ωB97M-V functional and the def2-TZVPD basis).

Results
spin multiplicity: 1
total charge: +3
Kohn-Sham gap (spin up / spin down): 4.146 / 4.147 eV

Each line ends with the Mulliken charge.
Cartesian coordinates (Å):
C1 17.276 11.885 20.689  -0.15
H1 21.521 7.877 12.532  0.49
C2 17.575 8.937 13.734  1.17
H2 18.888 16.229 22.456  0.46
H3 18.936 14.564 16.078  0.59
C3 13.949 12.214 13.796  0.09
C4 13.300 15.337 16.509  -0.91
C5 18.874 12.266 13.532  -0.23
H4 19.811 12.140 18.365  0.79
H5 14.233 7.123 15.776  0.30
N1 17.594 11.970 23.026  -0.68
H6 19.150 16.743 17.478  0.52
O1 18.609 7.765 10.593  -0.39
C6 22.211 8.954 16.734  -0.83
H7 22.216 8.861 13.723  0.44
N2 15.584 12.083 17.329  0.97
C7 20.497 14.860 22.704  -0.04
H8 7.576 14.292 16.358  0.39
C8 18.566 12.948 22.840  -0.12
C9 17.796 12.415 17.867  0.30
O2 19.498 12.729 12.463  -0.41
As1 17.258 10.101 15.343  2.66
Br1 21.771 16.202 22.585  -0.11
C10 13.662 13.233 14.805  0.02
H9 13.193 16.216 17.120  0.48
H10 16.819 8.659 10.353  0.14
H11 11.568 13.229 14.485  0.41
C11 20.880 13.554 22.942  -0.42
C12 16.506 12.164 18.369  0.54
C13 14.568 14.853 16.200  0.57
H12 21.962 7.948 16.488  0.41
H13 18.182 9.804 10.355  0.12
C14 9.362 16.979 16.898  -0.55
C15 18.820 12.131 18.778  -1.26
C16 18.239 16.230 17.298  -0.79
Ti1 16.537 12.669 15.431  -0.68
C17 19.186 10.389 15.090  -0.20
N3 16.993 11.520 22.046  -0.05
H14 13.058 10.704 19.044  0.62
O3 19.676 8.324 16.208  -0.54
O4 16.115 7.500 12.574  -0.55
C18 12.389 13.704 15.001  -0.80
H15 13.706 11.495 16.794  0.45
H16 21.938 13.282 23.048  0.43
O5 15.772 7.890 14.761  -0.38
C19 19.899 12.594 22.999  -0.16
H17 11.428 17.291 16.377  0.54
C20 15.663 11.301 12.616  -0.80
C21 18.580 8.812 12.804  -0.08
H18 17.954 8.736 8.961  0.41
C22 21.251 8.531 13.358  -1.49
C23 16.206 11.816 19.742  0.64
H19 20.248 11.568 23.157  0.47
C24 13.022 11.589 12.977  -0.43
H20 13.909 7.378 14.036  0.35
C25 14.917 11.299 19.984  -0.59
C26 18.626 7.608 11.916  -0.11
C27 19.149 15.186 22.581  -0.70
H21 17.631 9.187 17.658  0.47
C28 9.714 14.435 15.959  -0.60
C29 18.594 11.968 20.168  -0.96
C30 10.610 16.614 16.463  -0.37
C31 20.090 9.350 15.751  0.19
C32 12.148 14.773 15.856  0.75
H22 15.062 10.379 10.740  0.47
H23 14.886 5.984 14.542  0.30
As2 20.245 9.895 12.464  0.20
H24 18.451 14.491 12.012  0.30
O6 17.873 12.830 13.990  0.08
N4 15.239 11.972 13.697  0.58
H25 17.151 14.579 22.568  0.47
H26 17.002 8.030 16.614  0.65
C33 10.806 15.307 16.075  0.55
C34 19.457 14.150 12.114  -0.76
H27 20.742 7.896 14.032  0.52
C35 14.015 11.135 18.970  -1.49
H28 19.886 14.274 11.139  0.31
C36 17.854 8.820 10.022  -0.30
C37 18.114 15.139 16.468  -0.20
H29 9.788 13.468 15.523  0.36
C38 16.868 9.020 16.950  -1.88
H30 11.962 11.702 13.176  0.57
H31 15.145 16.811 18.065  0.50
H32 15.837 9.238 17.258  0.32
N5 13.427 10.988 11.872  -0.49
C39 14.760 10.848 11.670  -1.00
H33 20.029 14.662 12.872  0.32
H34 23.156 9.271 16.370  0.30
H35 9.170 17.990 17.267  0.38
H36 14.640 10.973 20.962  0.63
H37 22.067 9.142 17.788  0.34
C40 19.634 11.047 14.020  0.91
C41 14.398 11.568 17.639  -0.32
C42 8.469 14.908 16.410  -0.50
H38 19.396 11.763 20.873  0.44
C43 15.854 15.405 16.627  0.25
N6 14.728 13.790 15.387  0.66
O7 21.261 9.859 16.037  -0.30
C44 16.420 8.033 13.614  -0.33
C45 14.606 7.002 14.755  -0.84
O8 17.947 12.652 16.550  0.33
O9 18.848 6.559 12.405  -0.48
C46 18.181 14.207 22.643  0.14
N7 17.193 16.846 17.809  -0.54
C47 16.000 16.407 17.534  -0.30
N8 16.895 14.780 16.145  0.51
H39 16.684 11.137 12.509  1.01
N9 8.345 16.152 16.893  -0.49

---

Entry from OMol25: a structure of composition C47H39CdF10N8S (the ωB97M-V functional and the def2-TZVPD basis).

Results
spin multiplicity: 1
total charge: -1
Kohn-Sham gap: 4.116 eV

Each line ends with the Mulliken charge.
Cartesian coordinates (Å):
C1 3.474 -1.139 3.642  0.97
H1 2.037 2.772 1.857  0.70
C2 -3.221 3.581 -1.616  -0.93
C3 1.999 -2.634 -1.366  0.09
H2 -0.177 -4.463 2.731  0.26
C4 -3.677 1.755 0.436  -0.41
H3 2.961 -5.907 -1.668  0.30
C5 -2.448 -5.464 1.840  -1.77
C6 1.395 3.979 3.520  -0.83
C7 -2.483 -0.416 -3.843  -0.68
H4 -2.505 -5.451 2.929  0.42
H5 -2.706 -1.545 3.202  0.42
C8 -2.270 2.392 -1.360  1.51
F1 3.218 0.920 -0.049  -0.54
C9 5.008 -5.152 -3.334  -1.58
C10 -3.022 -2.855 -0.025  -1.03
H6 -4.671 3.463 1.433  0.37
C11 2.842 2.187 -0.323  0.84
C12 -1.037 -3.057 -0.911  -0.37
C13 2.266 4.780 -0.938  0.33
C14 -2.431 4.414 0.560  -1.31
C15 3.832 1.207 -3.293  -1.07
F2 1.957 6.062 -1.259  -0.39
H7 -0.686 -3.325 -1.905  0.39
H8 -1.935 2.786 1.929  0.38
F3 4.510 5.411 -0.509  -0.36
S1 -1.868 0.927 3.707  -0.62
C16 -4.486 3.077 0.431  -0.96
C17 -1.041 0.304 2.267  0.07
N1 -2.316 2.029 0.038  1.23
N2 3.055 -0.721 -2.571  0.59
H9 1.380 -2.974 1.611  0.63
C18 -2.381 -1.727 2.183  -0.49
H10 -4.134 3.288 -2.137  0.34
C19 0.389 -3.136 1.214  -0.62
H11 -2.773 4.949 1.446  0.41
C20 -1.860 -4.164 1.319  2.41
C21 4.185 -0.014 -2.763  -0.36
H12 -4.037 -2.897 -0.414  0.50
N3 -3.643 4.099 -0.271  0.09
N4 1.970 -0.015 -2.938  -0.70
C22 2.993 -2.113 -2.249  0.52
N5 -0.026 0.993 1.891  1.85
H13 2.227 4.665 3.449  0.47
H14 4.934 -5.097 -4.423  0.32
H15 1.741 1.904 -3.704  0.58
F4 0.075 4.224 -1.432  -0.44
C23 -3.844 -0.495 -3.508  -1.00
H16 -3.683 1.312 1.433  0.33
C24 2.435 1.143 -3.379  -0.42
F5 5.113 2.811 0.079  -0.40
H17 6.022 -4.852 -3.061  0.32
C25 2.032 -4.047 -1.226  -1.08
H18 -2.272 -4.927 -0.761  0.19
F6 4.600 -0.908 2.944  -0.28
C26 2.985 -4.835 -1.838  -1.29
C27 1.314 3.770 -0.992  -1.34
Cd1 0.617 0.266 -0.484  1.15
C28 3.928 -2.924 -2.859  -0.33
F7 3.266 -2.483 3.541  -0.27
C29 0.232 2.047 2.744  -1.03
C30 -0.469 -3.945 1.825  -1.95
C31 -1.524 -0.896 1.573  1.20
C32 0.017 -2.366 -0.009  1.32
H19 -1.821 -6.308 1.543  0.40
H20 -1.297 3.350 5.505  0.47
C33 -0.588 3.246 4.696  -0.72
H21 5.140 -0.415 -2.486  0.55
H22 -2.026 -0.078 -4.756  0.44
H23 -1.794 5.060 -0.042  0.31
C34 -1.760 3.064 0.887  0.74
H24 -4.700 -0.249 -4.110  0.47
C35 3.555 4.458 -0.560  0.59
H25 -2.743 4.404 -2.145  0.33
N6 -2.552 -1.207 -1.876  1.55
H26 4.888 -6.197 -3.049  0.36
C36 1.523 2.447 -0.678  0.62
C37 -3.838 -1.025 -2.232  -0.36
F8 2.061 -0.727 1.868  -0.10
C38 -1.010 -1.156 0.210  -1.96
F9 1.210 -0.735 3.929  -0.38
H27 1.297 -4.517 -0.589  0.17
C39 3.853 3.136 -0.255  0.64
H28 -5.431 3.005 -0.108  0.35
N7 -1.718 -0.838 -2.847  -0.77
C40 3.971 -4.300 -2.658  0.51
C41 2.337 -0.226 3.191  -0.93
H29 -4.188 4.951 -0.400  0.27
H30 -4.104 1.039 -0.265  0.34
C42 -0.689 2.197 3.788  0.66
F10 3.790 -0.932 4.941  -0.31
H31 -3.791 -3.305 1.991  0.59
H32 -3.452 -5.630 1.448  0.49
C43 1.298 2.937 2.623  -0.86
H33 -1.249 2.652 -1.617  -0.12
C44 -2.874 -2.957 1.508  -1.05
H34 0.562 4.955 5.245  0.39
C45 -2.019 -4.017 -0.219  -1.12
C46 -2.011 -1.886 -0.699  1.32
H35 4.636 -2.468 -3.541  0.53
H36 -4.648 -1.297 -1.582  0.45
H37 -2.566 1.538 -1.964  -1.02
N8 1.110 -1.834 -0.790  -0.10
C47 0.457 4.137 4.547  -0.85
H38 -0.685 3.126 0.732  -1.00
H39 4.481 2.028 -3.539  0.46

---

Energy above the lowest of the compared OMol25 structures with the same formula, charge and spin readings, ordered: 2.3 6.9 81.3 kcal per mole